The following is a quantum chemistry calculation of a structure of composition C29H31NP3PtS, from the OMol25 dataset.

Structure (ORCA input):
```
! RIJCOSX wB97M-V def2-TZVPD def2/J DEFGRID3
* xyz 0 2
Pt -0.0850 -1.1760 -0.3961
C -0.5084 1.0703 3.0439
P -0.6207 -0.4849 2.0457
C -2.2756 -1.0697 2.5816
C 0.5356 -1.5559 2.9801
C 0.2949 -1.8870 4.3140
C 1.1409 -2.7339 5.0077
C 2.2626 -3.2576 4.3797
C 2.5415 -2.9028 3.0712
C 1.6917 -2.0583 2.3596
P 2.0987 -1.5330 0.6603
C 3.0082 -2.9362 -0.0705
C 3.4342 -0.3097 0.9311
H -0.8726 0.9238 4.0627
H -1.0968 1.8450 2.5536
H 0.5323 1.3924 3.0744
H -2.3273 -1.2284 3.6588
H -2.5006 -2.0042 2.0720
H -3.0149 -0.3212 2.2953
H -0.5672 -1.4775 4.8259
H 0.9265 -2.9914 6.0373
H 2.9195 -3.9321 4.9135
H 3.4342 -3.2954 2.5994
H 3.9626 -3.1205 0.4247
H 3.1922 -2.6994 -1.1185
H 2.3760 -3.8221 -0.0200
H 4.2468 -0.7569 1.5052
H 3.0346 0.5517 1.4646
H 3.7958 0.0201 -0.0429
N 0.3381 0.2381 -1.7919
P -0.6134 0.1053 -3.0165
C -0.3818 -1.3802 -4.0682
C 0.7036 -2.1960 -3.7718
C 0.9734 -3.3145 -4.5474
C 0.1546 -3.6193 -5.6258
C -0.9304 -2.8081 -5.9268
C -1.1998 -1.6892 -5.1519
C -2.4570 0.1931 -2.8506
C -3.0918 -0.2809 -1.7074
C -4.4705 -0.2297 -1.5747
C -5.2403 0.3097 -2.5938
C -4.6235 0.7954 -3.7363
C -3.2435 0.7427 -3.8630
C -0.3038 1.5097 -4.1350
C -0.6367 2.7824 -3.6747
C -0.2892 3.9020 -4.4119
C 0.4022 3.7566 -5.6083
C 0.7448 2.4941 -6.0661
C 0.3952 1.3702 -5.3288
H 1.3234 -1.9328 -2.9240
H 1.8225 -3.9448 -4.3134
H 0.3615 -4.4916 -6.2334
H -1.5684 -3.0502 -6.7679
H -2.0500 -1.0619 -5.3902
H -2.4835 -0.6966 -0.9077
H -4.9372 -0.6051 -0.6716
H -6.3179 0.3538 -2.4967
H -5.2185 1.2263 -4.5320
H -2.7703 1.1416 -4.7527
H -1.1632 2.8817 -2.7328
H -0.5469 4.8904 -4.0527
H 0.6793 4.6324 -6.1821
H 1.2902 2.3807 -6.9947
H 0.6630 0.3798 -5.6750
S -1.6857 -4.1401 0.3835
C -0.6431 -3.0166 0.0948
*
```

Output
Gap between HOMO and LUMO (alpha / beta) (eV): 6.32 / 5.91
ΔE to the lowest compared entry with this formula, charge and spin (kcal per mole): 34.8
LUMO energy (alpha / beta) (eV): 0.0 / -0.2

The following is a quantum chemistry calculation of a structure of composition C32H22N13O2S2W, from the OMol25 dataset.

Structure (ORCA input):
```
! RIJCOSX wB97M-V def2-TZVPD def2/J DEFGRID3
* xyz -1 1
W -0.4690 0.0236 0.3712
C -2.6577 1.1819 3.8107
C -1.5188 0.4460 3.1767
O -1.7328 0.0571 1.9647
C -0.3376 0.2035 3.8343
C 0.6841 -0.5652 3.2481
C 1.7495 -1.1742 4.1084
N 0.6676 -0.8352 1.9584
N 1.4598 -1.9360 1.6007
C 0.7711 -2.7079 0.8118
O -0.4140 -2.4431 0.3912
C 1.4445 -3.9432 0.3301
C 2.6563 -4.3657 0.8727
C 3.2872 -5.4911 0.3694
C 2.7210 -6.1993 -0.6831
C 1.5154 -5.7813 -1.2268
C 0.8782 -4.6586 -0.7201
H -2.7912 2.1246 3.2748
H -2.4664 1.3959 4.8602
H -3.5787 0.6078 3.7056
H -0.2185 0.5318 4.8567
H 1.7212 -0.7443 5.1079
H 2.7266 -1.0129 3.6538
H 1.6013 -2.2520 4.1813
H 3.0925 -3.7932 1.6795
H 4.2283 -5.8183 0.7943
H 3.2164 -7.0771 -1.0800
H 1.0717 -6.3274 -2.0504
H -0.0623 -4.3145 -1.1320
N 2.9499 0.4448 0.2381
C 2.5408 -0.3057 -0.7849
N 3.4734 -0.7460 -1.6265
C 3.0209 -1.4291 -2.6700
N 3.9446 -1.9104 -3.5392
N 1.7389 -1.6833 -2.9296
C 0.8799 -1.2365 -2.0383
N 1.2101 -0.5607 -0.9160
C -0.5358 -1.4413 -2.2705
C -1.0150 -2.1819 -3.3451
C -2.3687 -2.3777 -3.4818
C -3.2190 -1.8379 -2.5201
C -2.6713 -1.1184 -1.4844
N -1.3621 -0.8901 -1.3621
H 3.9101 0.7354 0.1864
H 2.2739 1.0705 0.6803
H 4.8628 -1.5071 -3.4701
H 3.6035 -2.1645 -4.4504
H -0.2868 -2.5893 -4.0316
H -2.7775 -2.9430 -4.3081
H -4.2895 -1.9681 -2.5779
H -3.2923 -0.6876 -0.7114
S 0.5259 2.1356 1.4876
C 0.0928 3.5428 0.5302
C -0.0676 4.7554 1.1863
C -0.3756 5.9191 0.4887
C -0.4680 7.1568 1.1899
N -0.4912 8.1471 1.7754
C -0.5565 5.8486 -0.9022
C -0.3893 4.6363 -1.5577
C -0.0389 3.4720 -0.8691
S 0.2613 2.0053 -1.7423
C -0.9025 7.0159 -1.6492
N -1.1643 7.9469 -2.2721
H 0.0558 4.7925 2.2603
H -0.5229 4.5845 -2.6296
N -1.9994 1.3168 -0.1142
C -2.8934 2.0504 -0.1730
C -3.9668 2.9005 -0.2745
C -3.8322 4.2597 0.0932
N -3.7164 5.3645 0.4072
C -5.1953 2.3946 -0.7564
N -6.1926 1.9507 -1.1352
*
```

Output
Gap between HOMO and LUMO (eV): 5.36
ΔE to the lowest compared entry with this formula, charge and spin (kcal per mole): 35.4
LUMO energy (eV): 0.8

The following is a quantum chemistry calculation of a cluster of 7 separate species, C13H22Cl18O3S in total, from the OMol25 dataset.

Structure (ORCA input):
```
! RIJCOSX wB97M-V def2-TZVPD def2/J DEFGRID3
* xyz 0 1
C 1.7833 -1.5274 -0.7510
C 2.6131 -0.7654 -1.7873
C 2.2148 0.7100 -2.0739
C 1.0160 1.2633 -1.3156
C -0.3382 0.7876 -1.8604
C -1.4646 0.9104 -0.8292
C -1.8105 -0.3765 -0.1053
O -1.9647 -1.5243 -0.9662
S -3.3149 -1.6687 -1.8217
O -4.2919 -0.7717 -1.2528
O -2.7402 -0.9508 -3.1695
H 1.5256 -0.9203 0.1137
H 2.3665 -2.3667 -0.3739
H 0.8756 -1.9448 -1.1860
H 2.5813 -1.3308 -2.7200
H 3.6570 -0.7804 -1.4700
H 3.0777 1.3435 -1.8600
H 2.0228 0.8308 -3.1431
H 1.0947 1.0375 -0.2497
H 1.0417 2.3548 -1.3858
H -0.5839 1.4091 -2.7223
H -0.2615 -0.2412 -2.2064
H -1.1501 1.6071 -0.0497
H -2.3696 1.3305 -1.2733
H -2.7120 -0.2528 0.4924
H -0.9990 -0.6433 0.5677
H -3.0727 -1.4583 -3.9267
C -3.1941 4.6426 -0.8731
Cl -4.1773 6.0494 -0.4828
Cl -2.2218 4.9171 -2.3152
Cl -2.1668 4.1965 0.4933
H -3.8555 3.8082 -1.0679
C -1.8481 5.8169 3.8044
Cl -3.3818 5.0044 4.1061
Cl -2.0501 7.5669 3.7807
Cl -0.6329 5.3357 4.9911
H -1.5000 5.5125 2.8269
C 4.8346 -4.6690 0.7694
Cl 4.5137 -4.1273 2.4166
Cl 3.5323 -5.7013 0.1791
Cl 5.0711 -3.2848 -0.2967
H 5.7464 -5.2506 0.7748
C 4.1788 -2.6213 6.6448
Cl 5.4829 -1.5243 6.1930
Cl 3.0668 -2.8593 5.2973
Cl 4.8164 -4.1616 7.2152
H 3.6269 -2.1670 7.4566
C -5.0528 -3.3133 -6.0547
Cl -6.0193 -2.6111 -4.7614
Cl -3.4391 -2.5849 -6.0780
Cl -4.9465 -5.0615 -5.8996
H -5.5272 -3.0840 -6.9994
C 1.2892 0.8354 3.1518
Cl 2.8611 0.9494 2.3673
Cl 0.2018 2.1120 2.5919
Cl 0.5629 -0.7488 2.8782
H 1.4319 0.9618 4.2166
*
```

Output
Gap between HOMO and LUMO (eV): 10.26
LUMO energy (eV): 0.3

The following is a quantum chemistry calculation of a cluster of 2 separate species, H6N2 in total, from the OMol25 dataset.

Structure (ORCA input):
```
! RIJCOSX wB97M-V def2-TZVPD def2/J DEFGRID3
* xyz 0 1
N 2.7276 -1.6503 2.2427
H 2.7400 -2.5561 2.7221
H 1.9121 -1.1383 2.5941
H 3.5585 -1.1370 2.5539
N -3.3741 2.3051 -4.2017
H -4.2563 1.9318 -3.8371
H -2.8752 2.7195 -3.4080
H -2.8189 1.5032 -4.5168
*
```

Output
Gap between HOMO and LUMO (eV): 11.43
ΔE to the lowest compared entry with this formula, charge and spin (kcal per mole): 2.7
SMILES string: N.N
LUMO energy (eV): 1.3

The following is a quantum chemistry calculation of a cluster of 7 separate species, C32H37ClF3N6O6S in total, from the OMol25 dataset.

Structure (ORCA input):
```
! RIJCOSX wB97M-V def2-TZVPD def2/J DEFGRID3
* xyz -1 1
C -5.0713 0.4977 1.7853
C -3.9315 -0.4574 1.8307
C -2.3334 -0.0573 1.9324
C -1.4924 -1.2865 1.2195
C -0.9297 -2.4153 2.2945
F -1.7782 -2.5185 3.5322
F 0.4546 -2.0555 2.7581
F -0.9276 -3.8120 1.7185
C -0.3228 -0.7866 0.1747
C 0.5733 -2.0539 -0.4493
O 0.0650 -2.9698 -1.2913
O 2.0223 -2.1489 -0.0721
O 0.6595 0.1461 0.7471
S -0.0660 1.5480 1.3891
O 0.4621 1.6686 2.8715
O 0.2855 2.8509 0.5767
C -1.9711 1.4365 1.3502
O -2.5400 2.4494 2.2993
Cl -2.6781 1.8193 -0.3190
H -5.3425 1.1122 0.7986
H -5.8128 0.6728 2.6997
H -4.2152 -1.6159 1.8394
H -2.0919 -0.0160 3.1010
H -2.2918 -1.8693 0.5506
H -0.8884 -0.3365 -0.7755
H -1.7960 2.9734 2.7325
N 1.1886 4.6595 -1.7410
C 0.5035 5.8231 -1.9761
C 1.3712 6.7166 -2.5634
C 2.6221 6.0671 -2.6924
C 2.4800 4.7972 -2.1793
H 0.8016 3.8289 -1.3121
H -0.5395 5.9159 -1.7047
H 1.1290 7.7268 -2.8672
H 3.5287 6.4808 -3.1147
H 3.1857 3.9824 -2.0877
N -3.0127 6.7973 -1.7411
C -3.1457 7.4567 -2.9353
C -4.3446 7.0801 -3.4982
C -4.9590 6.1658 -2.6094
C -4.1161 6.0117 -1.5316
H -2.2241 6.8783 -1.1124
H -2.3772 8.1345 -3.2820
H -4.7352 7.4273 -4.4460
H -5.9138 5.6733 -2.7412
H -4.2063 5.4109 -0.6364
N 4.8792 -2.9559 -0.9540
C 6.1503 -2.4435 -0.9421
C 6.9083 -3.1645 -1.8375
C 6.0630 -4.1425 -2.4140
C 4.8152 -3.9890 -1.8525
H 4.1087 -2.6233 -0.3889
H 6.4064 -1.6129 -0.2981
H 7.9565 -3.0028 -2.0532
H 6.3351 -4.8789 -3.1591
H 3.8900 -4.5260 -2.0140
N -2.5004 -2.0159 7.5002
C -3.3100 -2.7040 8.3660
C -3.8299 -3.7870 7.6929
C -3.3108 -3.7542 6.3766
C -2.4906 -2.6519 6.2861
H -1.9893 -1.1715 7.7226
H -3.4478 -2.3641 9.3837
H -4.5086 -4.5220 8.1058
H -3.5130 -4.4591 5.5806
H -1.9035 -2.2660 5.4635
N -3.7208 1.1645 -4.7673
C -4.3730 1.7816 -5.8028
C -4.5689 3.1000 -5.4570
C -4.0099 3.2860 -4.1701
C -3.4905 2.0754 -3.7693
H -3.4508 0.1897 -4.7436
H -4.6425 1.2309 -6.6940
H -5.0601 3.8475 -6.0664
H -3.9879 4.2043 -3.5976
H -2.9794 1.7846 -2.8613
N 7.3912 -8.4842 0.7671
C 6.7061 -7.3207 0.5320
C 7.5738 -6.4271 -0.0553
C 8.8246 -7.0767 -0.1842
C 8.6826 -8.3465 0.3288
H 7.0042 -9.3148 1.1960
H 5.6631 -7.2278 0.8034
H 7.3316 -5.4170 -0.3591
H 9.7313 -6.6629 -0.6065
H 9.3883 -9.1613 0.4204
*
```

Output
Gap between HOMO and LUMO (eV): 6.30
LUMO energy (eV): 0.8

The following is a quantum chemistry calculation of an isolated molecule of C4H8N2O2, from the OMol25 dataset.

Structure (ORCA input):
```
! RIJCOSX wB97M-V def2-TZVPD def2/J DEFGRID3
* xyz 0 1
C -2.4115 -0.2657 -0.1396
N -0.9921 -0.5799 -0.2270
C -0.1170 0.3265 -0.1893
N -0.3123 1.7650 0.0936
O 0.9276 2.4010 0.3556
C 1.3266 -0.2432 -0.1856
C 1.6644 -1.6011 0.3743
O 2.2946 0.4092 -0.7089
H -2.9971 -1.1348 0.1144
H -2.8576 0.1649 -1.0322
H -2.4095 0.4122 0.7895
H -0.7333 2.2247 -0.7363
H 1.5768 1.7994 -0.1188
H 0.9514 -2.3054 -0.0121
H 2.7666 -1.9153 0.2111
H 1.3225 -1.4575 1.4114
*
```

Output
Gap between HOMO and LUMO (eV): 9.37
ΔE to the lowest compared entry with this formula, charge and spin (kcal per mole): 100.0
SMILES string: C/N=C(\NO)C(C)=O
LUMO energy (eV): -0.1

Energy (Ha)
-2719.92379 -2958.62122 -9415.85038 -113.09994 -3179.16798 -417.09663